Entry 1:
H24K2O16P | ωB97M-V/def2-TZVPD

Cartesian coordinates (Å):
K: -0.8572 -2.6025 1.6638
K: 0.6819 -0.4964 -3.4458
P: 0.0491 -0.0735 -0.1638
O: 0.2129 -1.4706 -0.8598
O: -1.4116 0.3238 -0.3910
O: 1.0709 0.8195 -0.9582
O: 0.3772 -0.0449 1.3500
O: -4.0789 0.4646 -0.3833
H: -3.1882 0.2543 -0.7194
H: -3.9408 0.6416 0.5550
O: 0.9850 3.4436 -1.8030
H: 0.8571 2.4841 -1.6401
H: 0.1526 3.8358 -1.5128
O: 1.7499 -3.6467 -0.6594
H: 1.0842 -2.9558 -0.8790
H: 1.6185 -4.3436 -1.3111
O: 0.6372 -1.1370 3.8038
H: 1.5894 -1.0880 3.9403
H: 0.4754 -0.5766 3.0237
O: 2.5538 2.2160 0.7903
H: 1.8716 1.6361 0.3456
H: 2.5000 1.9872 1.7245
O: 2.9874 -0.7788 1.3738
H: 2.0120 -0.5925 1.4656
H: 3.2793 -0.2381 0.6337
O: 2.9061 -0.9409 -1.6168
H: 2.3708 -1.5176 -1.0641
H: 2.5188 -0.0527 -1.4869
O: -0.1086 2.4114 2.2672
H: -0.0053 1.5431 1.7870
H: 0.2119 3.0743 1.6430
O: -2.0594 -0.9542 -2.7914
H: -1.7009 -0.3883 -2.0782
H: -2.0315 -1.8490 -2.4302
O: -2.5338 0.5902 1.9600
H: -1.9589 0.5969 1.1682
H: -2.0089 1.0160 2.6495
O: -1.4065 -3.3397 -1.3337
H: -0.9480 -2.4622 -1.1877
H: -0.7122 -3.9282 -1.6395
O: -1.7969 2.9633 -0.8774
H: -2.4105 3.1771 -0.1687
H: -1.5952 1.9991 -0.7438

Calculated values
energy above the lowest of the compared OMol25 structures with the same formula, charge and spin	6.5	kcal per mole
HOMO energy	-6.714	eV
charge	-1
E	-75100.05416	eV

Entry 2:
C27H14BrN5O4Sc | ωB97M-V/def2-TZVPD

Cartesian coordinates (Å):
Sc: 0.3534 0.2291 0.0258
Br: 2.7816 0.5508 -2.6647
C: 3.5405 0.5074 -0.9248
C: 4.9002 0.4361 -0.7102
C: 5.3372 0.4146 0.6096
C: 4.4138 0.4668 1.6442
C: 3.0735 0.5319 1.3222
N: 2.6428 0.5536 0.0487
C: 1.9684 0.5924 2.3809
O: 2.2598 0.6304 3.5433
O: 0.7705 0.6052 1.8544
H: 5.5877 0.3942 -1.5415
H: 6.3964 0.3551 0.8204
H: 4.7018 0.4552 2.6857
O: -4.6499 6.2779 -0.1644
N: -3.4501 6.1186 -0.2055
O: -2.6355 7.0181 -0.2381
C: -2.9603 4.7124 -0.2077
C: -3.9251 3.7667 -0.1917
C: -3.6077 2.3806 -0.2053
C: -4.5970 1.3807 -0.1678
C: -4.2160 0.0637 -0.1841
C: -2.8553 -0.2437 -0.2311
N: -1.9067 0.6812 -0.2602
C: -2.2671 1.9861 -0.2520
C: -1.2292 2.9879 -0.2852
N: 0.0495 2.5405 -0.3495
C: 1.0312 3.4236 -0.3480
C: 0.8102 4.7946 -0.2732
C: -0.4758 5.2688 -0.2220
C: -1.5575 4.3604 -0.2411
H: -4.9617 4.0701 -0.1720
H: -5.6404 1.6665 -0.1259
H: -4.9452 -0.7325 -0.1560
H: -2.5201 -1.2742 -0.2460
H: 2.0397 3.0360 -0.4125
H: 1.6485 5.4757 -0.2577
H: -0.6605 6.3259 -0.1704
N: 0.3778 -9.8865 -0.1797
C: 0.3695 -8.7376 -0.1958
C: 0.3560 -7.3060 -0.2214
C: 0.3909 -6.6362 -1.4444
C: 0.3754 -5.2557 -1.4743
C: 0.3242 -4.5285 -0.2826
C: 0.2923 -5.2053 0.9402
C: 0.3073 -6.5857 0.9719
C: 0.3048 -3.0993 -0.3057
C: 0.2830 -1.8795 -0.3291
H: 0.4304 -7.2055 -2.3627
H: 0.4030 -4.7303 -2.4189
H: 0.2568 -4.6388 1.8606
H: 0.2827 -7.1136 1.9151

Calculated values
energy above the lowest of the compared OMol25 structures with the same formula, charge and spin	4.4	kcal per mole
HOMO energy	-11.137	eV
charge	+1
E	-134604.01325	eV

Entry 3:
C5H10 | ωB97M-V/def2-TZVPD

Cartesian coordinates (Å):
C: -0.3230 -1.2613 -2.0064
C: -0.0970 -1.3187 -0.4901
C: -0.2214 0.0408 0.0463
C: 0.4184 0.5385 1.1922
C: 0.3019 2.0208 1.4798
H: 0.0571 -2.2339 -2.6319
H: -1.4714 -1.3496 -2.1253
H: 0.0871 -0.3715 -2.4930
H: -0.8490 -2.0084 -0.0367
H: 0.9778 -1.6686 -0.1873
H: -0.7984 0.6813 -0.6241
H: 0.9473 -0.1426 1.8235
H: 0.6338 2.0995 2.5035
H: 0.7772 2.6778 0.7980
H: -0.8346 2.1951 1.6428

Calculated values
energy above the lowest of the compared OMol25 structures with the same formula, charge and spin	41.6	kcal per mole
HOMO energy	-8.714	eV
SMILES	C/C=C/CC
E	-5345.46159	eV

Entry 4:
CH7N3 | ωB97M-V/def2-TZVPD

Cartesian coordinates (Å):
C: -0.4702 0.6096 -1.0918
N: 1.2755 0.4880 0.3203
N: -0.9028 -1.1332 0.7540
N: 0.3610 -0.2791 -0.4217
H: -1.0949 0.0110 -1.6882
H: -1.0750 1.3922 -0.4318
H: 0.3175 1.1282 -1.7242
H: 0.6842 0.8247 1.0729
H: 2.0381 -0.0881 0.7176
H: -0.4596 -2.1033 0.8132
H: -0.6738 -0.8500 1.6797

Calculated values
energy above the lowest of the compared OMol25 structures with the same formula, charge and spin	89.7	kcal per mole
HOMO energy	-9.021	eV
E	-5617.01467	eV